Entry 1:
Here is a cluster of 10 separate species, C51H57ClN10O3 in total from the Open Molecules 2025 dataset. Energies are from wB97M-V/def2-TZVPD.

Summary:
* SMILES: NCOCCOCCC(=O)Cl.c1ccncc1.c1ccncc1.c1ccncc1.c1ccncc1.c1ccncc1.c1ccncc1.c1ccncc1.c1ccncc1.c1ccncc1
* strongest force on any atom: 1.81 eV Å⁻¹
* E_tot: -87374.8243 eV
* ΔE to the lowest compared entry with this formula, charge and spin: 0.0000 eV
* gap between HOMO and LUMO: 9.8 eV

Last column: Löwdin charge in e.
CARTESIAN COORDINATES (ANGSTROEM)
N  3.211  -3.513  -1.179  0.058
C  2.103  -2.969  -1.932  -0.317
O  2.445  -1.726  -2.502  -0.142
C  1.339  -0.889  -2.742  -0.172
C  0.697  -0.329  -1.474  -0.162
O  -0.718  -0.329  -1.625  -0.169
C  -1.426  -1.158  -0.738  -0.242
C  -1.620  -2.578  -1.244  -0.130
C  -1.989  -2.773  -2.687  -0.749
O  -1.804  -3.815  -3.254  0.045
Cl  -2.780  -1.460  -3.596  0.720
H  4.053  -3.155  -1.610  0.072
H  3.177  -3.072  -0.271  0.050
H  1.274  -2.878  -1.243  0.089
H  1.812  -3.684  -2.694  0.119
H  1.722  -0.061  -3.313  0.125
H  0.575  -1.356  -3.351  0.120
H  1.030  -0.923  -0.633  0.115
H  1.033  0.677  -1.290  0.119
H  -0.942  -1.225  0.230  0.117
H  -2.389  -0.705  -0.563  0.104
H  -2.428  -3.011  -0.671  0.105
H  -0.763  -3.203  -1.072  0.103
N  4.890  -4.365  -6.649  0.048
C  3.899  -4.712  -7.465  -0.164
C  2.582  -4.314  -7.290  -0.075
C  2.277  -3.511  -6.203  -0.071
C  3.296  -3.140  -5.340  -0.063
C  4.579  -3.593  -5.611  -0.153
H  4.180  -5.342  -8.301  0.100
H  1.818  -4.625  -7.988  0.099
H  1.260  -3.179  -6.032  0.106
H  3.100  -2.514  -4.477  0.080
H  5.407  -3.324  -4.963  0.102
N  3.102  -4.446  2.115  0.055
C  1.803  -4.669  1.936  -0.164
C  1.197  -5.899  2.136  -0.072
C  1.985  -6.961  2.543  -0.082
C  3.340  -6.748  2.734  -0.073
C  3.844  -5.476  2.509  -0.153
H  1.223  -3.811  1.614  0.097
H  0.134  -6.018  1.976  0.100
H  1.552  -7.939  2.709  0.104
H  3.994  -7.549  3.051  0.100
H  4.898  -5.267  2.650  0.103
N  1.015  0.894  2.263  0.062
C  0.096  1.576  1.584  -0.187
C  0.116  2.954  1.427  -0.074
C  1.149  3.664  2.017  -0.091
C  2.112  2.971  2.732  -0.062
C  2.003  1.589  2.824  -0.143
H  -0.695  0.975  1.146  0.090
H  -0.654  3.456  0.861  0.104
H  1.198  4.743  1.923  0.077
H  2.935  3.487  3.209  0.102
H  2.739  1.008  3.369  0.074
N  -4.732  -3.574  0.533  0.048
C  -5.626  -4.216  -0.215  -0.150
C  -6.484  -5.187  0.277  -0.070
C  -6.408  -5.512  1.621  -0.079
C  -5.483  -4.854  2.414  -0.072
C  -4.673  -3.896  1.823  -0.153
H  -5.652  -3.934  -1.262  0.105
H  -7.192  -5.675  -0.378  0.102
H  -7.059  -6.265  2.044  0.106
H  -5.389  -5.075  3.468  0.102
H  -3.939  -3.355  2.410  0.104
N  4.976  0.265  4.034  0.049
C  6.111  0.444  3.364  -0.149
C  7.342  0.636  3.974  -0.073
C  7.395  0.646  5.358  -0.082
C  6.222  0.462  6.070  -0.073
C  5.045  0.275  5.362  -0.151
H  6.025  0.431  2.283  0.106
H  8.233  0.774  3.378  0.101
H  8.336  0.794  5.872  0.105
H  6.217  0.462  7.151  0.101
H  4.105  0.124  5.881  0.106
N  -5.717  3.305  0.069  0.053
C  -4.603  2.603  0.257  -0.151
C  -3.849  2.063  -0.776  -0.067
C  -4.283  2.257  -2.074  -0.078
C  -5.444  2.981  -2.289  -0.074
C  -6.118  3.484  -1.186  -0.160
H  -4.304  2.469  1.292  0.103
H  -2.947  1.503  -0.572  0.081
H  -3.728  1.844  -2.908  0.098
H  -5.821  3.152  -3.287  0.099
H  -7.029  4.060  -1.309  0.101
N  1.035  7.205  2.581  0.051
C  0.541  7.879  3.617  -0.148
C  0.863  9.197  3.901  -0.069
C  1.750  9.851  3.063  -0.078
C  2.275  9.165  1.981  -0.070
C  1.884  7.849  1.785  -0.152
H  -0.149  7.329  4.247  0.094
H  0.428  9.695  4.756  0.102
H  2.028  10.880  3.250  0.106
H  2.970  9.637  1.302  0.102
H  2.269  7.277  0.948  0.105
N  -1.473  0.060  -7.677  0.056
C  -2.376  0.078  -6.700  -0.170
C  -3.688  0.496  -6.874  -0.075
C  -4.082  0.920  -8.132  -0.084
C  -3.153  0.909  -9.159  -0.077
C  -1.868  0.469  -8.879  -0.159
H  -2.030  -0.260  -5.730  0.034
H  -4.381  0.485  -6.044  0.095
H  -5.096  1.254  -8.309  0.104
H  -3.417  1.232  -10.157  0.099
H  -1.112  0.442  -9.656  0.102
N  -2.322  1.988  5.518  0.057
C  -2.813  2.664  6.553  -0.161
C  -2.492  3.984  6.833  -0.078
C  -1.607  4.637  5.991  -0.084
C  -1.085  3.949  4.909  -0.061
C  -1.474  2.631  4.718  -0.139
H  -3.500  2.115  7.188  0.101
H  -2.925  4.483  7.689  0.099
H  -1.329  5.666  6.177  0.096
H  -0.390  4.420  4.227  0.084
H  -1.093  2.054  3.883  0.084

Entry 2:
Here is a structure of composition C51H57N3O9SSeW from the Open Molecules 2025 dataset. Energies are from wB97M-V/def2-TZVPD.

Summary:
* strongest force on any atom: 1.00 eV Å⁻¹
* E_tot: -154721.0383 eV
* ΔE to the lowest compared entry with this formula, charge and spin: 0.3171 eV
* gap between HOMO and LUMO: 6.4 eV

Last column: Löwdin charge in e.
CARTESIAN COORDINATES (ANGSTROEM)
W  -1.193  -1.493  -0.001  1.840
C  0.860  5.290  -3.035  -0.044
C  1.902  4.184  -3.253  -0.559
C  3.132  4.466  -2.381  -0.048
C  2.339  4.211  -4.718  -0.065
C  1.293  2.840  -2.858  -0.160
C  0.933  2.603  -1.536  -0.045
C  0.385  1.384  -1.199  -0.350
Se  -0.280  1.052  0.536  1.356
C  1.248  0.370  1.444  -0.350
C  1.899  1.130  2.394  -0.054
C  2.913  0.556  3.152  -0.168
C  3.206  -0.785  2.910  0.042
C  2.543  -1.582  1.975  -0.070
C  1.535  -0.974  1.210  -0.339
O  0.835  -1.640  0.285  -0.369
C  2.872  -3.068  1.809  -0.523
C  3.299  -3.346  0.360  -0.033
C  4.018  -3.507  2.723  -0.068
C  1.643  -3.913  2.177  -0.031
C  3.654  1.399  4.188  -0.557
C  2.642  2.077  5.124  -0.045
C  4.607  0.561  5.042  -0.064
C  4.471  2.477  3.462  -0.043
C  0.129  0.366  -2.116  -0.307
O  -0.445  -0.757  -1.699  -0.345
C  0.461  0.589  -3.462  -0.059
C  1.032  1.825  -3.772  0.033
C  0.172  -0.375  -4.624  -0.515
C  -0.216  -1.795  -4.205  -0.057
C  -0.985  0.214  -5.447  -0.024
C  1.419  -0.505  -5.516  -0.049
H  1.279  6.264  -3.296  0.084
H  0.536  5.329  -1.994  0.078
H  -0.021  5.116  -3.655  0.091
H  3.594  5.410  -2.676  0.084
H  3.872  3.671  -2.490  0.092
H  2.870  4.538  -1.325  0.074
H  2.805  5.173  -4.940  0.085
H  1.492  4.092  -5.396  0.085
H  3.067  3.427  -4.932  0.090
H  1.063  3.358  -0.770  0.110
H  1.602  2.162  2.539  0.105
H  3.982  -1.245  3.501  0.085
H  4.182  -2.756  0.105  0.092
H  2.507  -3.103  -0.344  0.054
H  3.551  -4.403  0.244  0.087
H  4.947  -2.981  2.494  0.089
H  4.196  -4.573  2.576  0.086
H  3.779  -3.354  3.778  0.085
H  0.783  -3.668  1.558  0.039
H  1.378  -3.760  3.226  0.091
H  1.869  -4.973  2.032  0.090
H  1.998  1.336  5.602  0.089
H  2.002  2.781  4.590  0.066
H  3.166  2.632  5.905  0.085
H  4.079  -0.240  5.563  0.090
H  5.076  1.200  5.792  0.085
H  5.403  0.117  4.442  0.086
H  3.829  3.115  2.853  0.079
H  5.211  2.018  2.804  0.090
H  4.996  3.110  4.182  0.085
H  1.272  2.007  -4.809  0.092
H  -1.160  -1.831  -3.665  0.063
H  0.546  -2.252  -3.574  0.068
H  -0.321  -2.398  -5.110  0.090
H  -1.884  0.300  -4.834  0.080
H  -1.210  -0.438  -6.294  0.089
H  -0.737  1.205  -5.831  0.083
H  2.268  -0.875  -4.938  0.094
H  1.708  0.435  -5.983  0.071
H  1.217  -1.217  -6.318  0.084
N  -2.129  -5.306  -2.111  0.093
C  -1.888  -4.411  -1.114  -0.809
S  -0.366  -3.561  -1.107  0.826
N  -2.775  -4.222  -0.201  0.014
N  -2.346  -3.271  0.723  -0.131
C  -2.752  -3.540  1.917  -0.018
C  -2.310  -2.914  3.126  -0.145
C  -2.763  -3.381  4.367  -0.018
C  -2.233  -2.890  5.537  -0.072
C  -1.211  -1.933  5.482  -0.056
C  -0.748  -1.460  4.274  0.007
C  -1.318  -1.936  3.088  -0.297
O  -0.898  -1.440  1.940  -0.262
H  -1.360  -5.569  -2.699  0.085
H  -2.852  -5.989  -1.953  0.103
H  -3.421  -4.392  1.998  0.144
H  -3.538  -4.137  4.389  0.120
H  -2.590  -3.247  6.492  0.103
H  -0.777  -1.559  6.401  0.108
H  0.045  -0.725  4.202  0.121
O  -2.857  0.446  -1.865  0.063
C  -3.124  -0.718  -2.096  -0.519
O  -2.607  -1.768  -1.473  -0.252
C  -4.077  -1.109  -3.185  -0.129
C  -4.720  -0.103  -3.896  -0.026
C  -5.584  -0.426  -4.930  -0.077
C  -5.805  -1.757  -5.258  -0.087
C  -5.163  -2.764  -4.549  -0.074
C  -4.300  -2.443  -3.512  -0.011
H  -4.524  0.927  -3.628  0.118
H  -6.084  0.359  -5.482  0.102
H  -6.478  -2.009  -6.068  0.100
H  -5.334  -3.801  -4.806  0.101
H  -3.791  -3.216  -2.953  0.097
O  -4.212  -0.693  2.349  0.149
C  -3.440  -0.079  1.661  -0.504
O  -2.838  -0.637  0.606  -0.239
C  -3.079  1.350  1.873  -0.194
C  -3.250  2.267  0.845  -0.047
C  -2.816  3.587  0.987  0.024
C  -2.184  3.907  2.163  -0.218
O  -1.667  5.116  2.544  0.035
C  -0.975  4.865  3.766  -0.132
O  -1.382  3.585  4.242  0.031
C  -2.014  2.988  3.183  -0.211
C  -2.471  1.700  3.086  0.063
H  -3.674  1.935  -0.094  0.116
H  -2.945  4.317  0.200  0.127
H  -1.241  5.626  4.497  0.139
H  0.105  4.859  3.578  0.132
H  -2.353  0.983  3.888  0.134